Entry 1:
ORCA calculation (ωB97M-V with the def2-TZVPD basis set) on the ion C3H3Cl3F2N3 with charge +1.

```
14
Properties=species:S:1:pos:R:3:forces:R:3
Cl 3.3943 -0.4779 1.0909 0.53 -0.53 0.79
Cl 1.3149 1.7981 1.0033 0.21 0.65 -0.61
Cl -2.3335 -1.0080 1.1129 1.85 0.55 -0.89
F 2.2459 -2.1681 -0.4045 0.35 -0.15 -0.13
F 1.4215 -0.6244 -2.0735 0.11 0.74 1.09
N 0.3515 -1.2212 1.1570 2.28 0.70 -1.36
N -0.4086 0.3730 -0.2925 -5.10 0.53 0.64
N 1.8462 0.0400 -0.8900 0.25 -1.96 -1.02
C -0.6248 -0.6382 0.6460 -1.48 0.88 -0.37
C 0.8006 1.0001 -0.5243 0.04 1.65 -0.58
C 2.2681 -0.9691 0.0094 -1.67 1.74 -0.75
H 0.5716 1.7571 -1.4091 1.30 -1.51 1.91
H -1.2409 1.0764 -0.3952 1.92 -2.11 0.16
H 0.3098 -2.1160 1.5548 -0.61 -1.20 1.12
```
Forces are in eV/Å.

Results
E_HOMO	-15.11	eV
HOMO-LUMO gap	9.5178	eV
charge	+1
total energy	-50620.839	eV
SMILES	[H]/N=C(\Cl)N[C@@H](Cl)/[N+](F)=C(/F)Cl

Entry 2:
ORCA calculation (ωB97M-V with the def2-TZVPD basis set) on a cluster of 2 separate species, C3H3Cl3O in total.

```
10
Properties=species:S:1:pos:R:3:forces:R:3
Cl 0.3559 1.2817 -2.9238 0.22 -0.17 0.23
Cl 0.0110 -1.2828 -1.6550 -0.49 -0.71 -0.03
Cl 2.6357 -0.2016 -1.8882 0.77 -0.12 -0.22
O -0.3597 1.9917 1.7329 -0.27 -1.28 -0.11
C 0.9794 0.2282 -1.5697 -0.99 0.99 0.85
C -0.7481 -0.4146 1.2919 -3.83 -1.19 -1.07
C -0.5069 0.8952 1.4791 1.17 3.59 -0.87
H 0.0898 -0.9583 1.3801 3.48 -2.00 1.41
H -0.8510 -0.8566 0.2225 -0.41 1.23 -0.06
H -1.6060 -0.6829 1.9301 0.36 -0.33 -0.13
```
Forces are in eV/Å.

Results
E_HOMO (alpha / beta)	-6.94 / -6.94	eV
HOMO-LUMO gap (alpha / beta)	5.8079 / 5.8095	eV
charge	0
total energy	-42769.595	eV

Entry 3:
ORCA calculation (ωB97M-V with the def2-TZVPD basis set) on a cluster of 2 separate species, C3H3Cl3S in total.

```
10
Properties=species:S:1:pos:R:3:forces:R:3
Cl -0.3077 2.0997 0.7236 -0.54 1.47 0.87
Cl 2.3983 0.3039 0.9859 -1.38 -0.92 -0.47
Cl 1.1251 1.4781 -1.8697 -0.98 -0.05 1.22
S -2.9954 -1.3735 0.5661 0.54 -0.16 -0.09
C -1.5718 -1.8254 0.2310 -1.16 -0.20 -0.02
C 0.7779 -0.2978 0.2032 2.16 2.28 0.83
C 0.0866 0.9332 -0.4004 3.37 -2.03 -1.17
H 1.0409 -0.9948 -0.5641 0.16 -0.36 -0.29
H -0.6986 0.4233 -0.8245 -2.51 -0.09 -1.31
H 0.1448 -0.7468 0.9488 0.34 0.06 0.43
```
Forces are in eV/Å.

Results
E_HOMO	-10.71	eV
HOMO-LUMO gap	9.8719	eV
charge	0
total energy	-51559.380	eV

Entry 4:
ORCA calculation (ωB97M-V with the def2-TZVPD basis set) on a cluster of 2 separate species, C3H3Cl5Si in total.

```
12
Properties=species:S:1:pos:R:3:forces:R:3
Cl 2.7419 -1.6863 -1.3638 -0.53 -0.12 -0.10
Cl -0.7212 -0.8550 3.4485 0.19 -0.33 0.59
Cl 1.2684 0.0751 -3.2332 -0.11 -0.59 0.62
Cl 2.1559 1.8498 -0.2119 1.20 0.93 -0.06
Cl -3.5029 1.3645 0.8410 -0.13 0.27 -0.42
Si 0.7543 0.4794 -0.3064 -1.06 -2.54 -1.89
C -2.3950 0.5808 1.7430 -0.66 -0.08 0.58
C -1.8588 -0.0324 2.6267 0.57 0.13 -0.71
C 1.1322 -0.9715 -1.7025 1.36 2.72 0.55
H -0.4767 0.9647 -0.8597 -0.61 0.60 -0.22
H 0.4848 -0.0522 0.9889 0.17 -0.50 0.79
H 0.4171 -1.7169 -1.9706 -0.38 -0.49 0.25
```
Forces are in eV/Å.

Results
E_HOMO	-9.99	eV
HOMO-LUMO gap	10.4226	eV
charge	0
total energy	-73647.469	eV
SMILES	Cl[SiH2]C(Cl)Cl.ClC#CCl

Entry 5:
ORCA calculation (ωB97M-V with the def2-TZVPD basis set) on the molecule C3H3ClF2.

```
9
Properties=species:S:1:pos:R:3:forces:R:3
Cl -2.0882 -1.0321 0.0424 0.53 1.27 0.69
F -1.2236 1.3818 -0.6463 0.28 -0.88 0.62
F 0.6396 -1.7217 -0.5147 -0.80 1.91 0.71
C 0.5159 0.4078 0.8061 -1.26 -3.46 0.61
C 0.3916 -0.3001 -0.4859 4.76 -3.11 -3.04
C -0.7883 0.2257 -0.0272 -3.59 -0.04 0.99
H 0.7699 1.4072 0.6282 1.03 1.27 0.76
H 0.8885 -0.3933 1.5622 -1.02 2.26 -0.73
H 0.8946 0.0247 -1.3647 0.06 0.76 -0.60
```
Forces are in eV/Å.

Results
E_HOMO	-10.84	eV
HOMO-LUMO gap	11.5886	eV
charge	0
total energy	-21114.514	eV
SMILES	F[C@@H]1C[C@]1(F)Cl

Entry 6:
ORCA calculation (ωB97M-V with the def2-TZVPD basis set) on the molecule C3H3ClFNO2.

```
11
Properties=species:S:1:pos:R:3:forces:R:3
Cl 2.3790 -1.0871 -0.7604 0.08 -0.23 0.00
F 2.5208 1.0269 0.6616 -0.08 0.18 0.07
O 0.3024 1.4856 -0.8134 -0.53 0.09 0.18
O -0.7613 -1.5556 0.5650 -0.07 -0.39 0.14
N -2.0265 0.0488 -0.4505 -1.67 0.55 0.02
C 1.6841 -0.0054 0.4441 -1.27 -0.10 -0.13
C 0.3331 0.4799 -0.1677 0.79 -0.45 -0.28
C -0.9025 -0.4924 0.0195 1.43 1.32 0.09
H -2.1015 1.0398 -0.7180 0.49 -0.95 0.18
H -2.8904 -0.3981 -0.1412 0.41 0.16 -0.36
H 1.4628 -0.5426 1.3611 0.41 -0.18 0.11
```
Forces are in eV/Å.

Results
E_HOMO	-10.04	eV
HOMO-LUMO gap	9.6887	eV
charge	0
total energy	-23984.578	eV
SMILES	NC(=O)C(=O)[C@H](F)Cl

Entry 7:
ORCA calculation (ωB97M-V with the def2-TZVPD basis set) on a structure of composition C3H3ClI2O.

```
10
Properties=species:S:1:pos:R:3:forces:R:3
I -2.3440 -1.7794 -0.8876 0.24 0.61 0.36
I -2.9819 1.7382 -0.5449 0.69 -0.77 0.30
Cl -2.3236 0.7757 3.3364 0.24 1.31 1.42
O -3.2301 -1.5283 2.5112 -0.65 -0.80 0.65
C -2.7706 -0.4812 2.3702 1.34 -0.02 -4.12
C -1.8341 0.0229 0.1394 -1.85 -0.91 1.63
C -0.3931 0.2555 0.4069 2.31 -0.38 1.06
H 0.2530 0.1111 -0.5256 -0.86 0.44 1.13
H -0.2971 1.2929 0.8065 0.20 -0.67 -0.48
H 0.1368 -0.4304 1.2509 -1.65 1.19 -1.96
```
Forces are in eV/Å.

Results
E_HOMO (alpha / beta)	-8.30 / -8.21	eV
HOMO-LUMO gap (alpha / beta)	7.5645 / 7.5937	eV
charge	0
total energy	-33927.466	eV

Entry 8:
ORCA calculation (ωB97M-V with the def2-TZVPD basis set) on the molecule C3H3ClIN3.

```
11
Properties=species:S:1:pos:R:3:forces:R:3
I -1.0947 3.6316 -3.7579 -0.03 0.06 -0.53
Cl -2.8859 4.0061 -0.4967 -0.81 1.19 0.21
N -0.5535 1.1914 -0.5572 0.37 -0.92 1.19
N -1.3694 1.9736 0.0663 -0.59 0.66 1.12
N -0.3680 1.4282 -1.8134 -0.22 1.35 -1.69
C -0.0039 -0.0248 0.0074 0.09 -0.54 2.35
C -1.1289 2.5274 -2.0626 0.78 -0.81 1.43
C -1.7272 2.8722 -0.8349 0.49 -1.39 -0.78
H 0.3502 -0.1820 1.0901 -0.77 1.85 -1.21
H 0.8599 -0.1979 -0.5393 1.34 -0.77 -1.33
H -0.7115 -0.8176 -0.0356 -0.66 -0.68 -0.77
```
Forces are in eV/Å.

Results
E_HOMO	-9.10	eV
HOMO-LUMO gap	9.6380	eV
charge	0
total energy	-28251.413	eV
SMILES	Cn1nc(Cl)c(I)n1

Entry 9:
ORCA calculation (ωB97M-V with the def2-TZVPD basis set) on a cluster of 2 separate species, C3H3ClN2S in total.

```
10
Properties=species:S:1:pos:R:3:forces:R:3
Cl 3.7865 0.6349 -0.3690 0.18 0.88 -0.74
S 3.3969 -0.9769 0.7644 -1.19 -0.38 0.20
N 0.8923 1.2370 -0.7465 -2.66 -3.77 1.52
N -0.0986 -2.8374 -1.1427 -0.13 -0.05 0.21
C 0.3678 0.2694 -0.2615 4.11 5.25 -2.74
C -0.4484 -0.6893 0.3160 -2.45 -1.97 -0.47
C -0.2567 -1.9384 -0.4495 0.01 0.03 -0.52
H -1.5871 -0.4063 0.1504 2.08 -0.37 1.21
H 1.8232 1.3040 -1.1950 0.96 0.16 0.36
H 0.0656 -0.9012 1.2515 -0.91 0.24 0.98
```
Forces are in eV/Å.

Results
E_HOMO (alpha / beta)	-7.51 / -7.51	eV
HOMO-LUMO gap (alpha / beta)	5.7066 / 5.6800	eV
charge	0
total energy	-29493.037	eV

Entry 10:
ORCA calculation (ωB97M-V with the def2-TZVPD basis set) on the molecule C3H3ClN2S.

```
10
Properties=species:S:1:pos:R:3:forces:R:3
Cl -2.6224 -0.4227 -2.3752 0.30 0.44 -0.53
S -1.9505 -1.0932 -0.6310 1.30 -0.25 1.86
N -0.2465 1.0936 -0.0592 -0.32 0.79 -0.20
N 1.3311 0.1716 1.3368 -0.41 -0.59 -0.67
C 0.8162 -0.7973 0.6675 -0.43 -0.18 0.02
C -0.2248 -0.3019 -0.3448 -0.35 -0.16 -0.47
C 0.6358 1.3027 0.8374 -0.43 0.06 -0.39
H 0.2025 -0.4475 -1.3436 0.26 0.10 0.02
H 1.1825 -1.8034 0.7475 -0.01 -0.33 0.07
H 0.8760 2.2981 1.1645 0.09 0.13 0.30
```
Forces are in eV/Å.

Results
E_HOMO	-9.40	eV
HOMO-LUMO gap	8.8734	eV
charge	0
total energy	-29496.008	eV
SMILES	ClS[C@@H]1C=NC=N1